ORCA calculation (ωB97M-V/def2-TZVPD) on 12 unconnected molecules or ions with the total composition C45H125N11O12 at a distorted geometry.

```
193
Properties=species:S:1:pos:R:3:forces:R:3
C 1.6006 8.5669 -3.5905 -1.4 -0.2 -0.2
O 0.5211 7.6748 -3.9955 1.4 1.1 -1.2
C -0.1149 7.1104 -2.9336 -0.3 -1.2 1.6
C 0.7418 6.1331 -2.1220 2.0 -0.3 -2.1
C 1.2741 4.9608 -2.9221 -0.4 -0.1 -1.3
N 0.0103 5.6387 -1.0577 -1.9 -0.4 1.8
H 2.0258 9.0613 -4.4640 0.0 -0.5 -0.1
H 2.3444 8.0303 -3.0016 0.1 0.2 -0.1
H 1.1151 9.3576 -3.0184 0.3 0.1 0.4
H -0.5246 7.8101 -2.2051 0.1 0.9 0.1
H -1.0202 6.5839 -3.2360 0.1 -0.3 -0.6
H 1.6170 6.5903 -1.6606 0.4 0.8 -0.6
H 0.4858 4.3317 -3.3355 -0.5 0.0 0.2
H 1.8919 4.2662 -2.3529 0.3 0.3 0.1
H 1.7654 5.3132 -3.8291 0.6 0.0 0.2
H 0.6131 4.9920 -0.5692 -0.2 0.1 0.7
H -0.1619 6.4780 -0.5229 -0.4 -0.4 1.1
C 3.4885 -4.0101 2.8083 0.8 -1.1 -1.1
O 3.4003 -5.3878 3.2422 0.2 0.4 0.2
C 4.6063 -5.9317 3.8363 -0.5 0.3 -0.1
C 4.4528 -7.4551 4.0547 -0.6 -1.7 -0.1
C 3.3447 -7.9819 5.0033 0.2 2.0 -0.2
N 5.7041 -8.1073 4.4803 0.4 1.4 0.0
H 4.0681 -3.9475 1.8872 0.9 -0.3 0.0
H 3.9562 -3.3290 3.5193 -0.5 0.0 0.3
H 2.5577 -3.6761 2.3499 -0.6 -0.1 1.1
H 5.4444 -5.8162 3.1490 0.2 0.1 -0.3
H 4.8722 -5.3255 4.7023 -0.1 -0.3 0.5
H 4.2203 -7.8097 3.0505 -0.3 0.0 -0.3
H 3.6126 -7.5796 5.9803 -0.2 -0.3 0.3
H 3.2015 -9.0607 5.0641 0.4 0.1 -0.3
H 2.4147 -7.5022 4.6982 -0.2 -0.2 0.1
H 6.4062 -7.8766 3.7920 0.4 -0.2 0.0
H 5.6534 -9.1139 4.5458 -0.4 0.1 -0.1
C 1.2378 -1.4747 0.9368 0.0 -0.8 0.2
O 0.8536 -0.2516 0.3615 -0.3 -0.9 -0.4
C -0.4381 -0.3234 -0.1996 -1.7 2.0 0.6
C -0.8714 1.1229 -0.5672 -0.7 -0.7 0.0
C -0.8613 2.0176 0.6635 0.8 0.2 -0.4
N -2.1971 1.0596 -1.1953 0.6 -1.0 0.6
H 2.3233 -1.5556 0.8814 0.0 -0.1 0.1
H 0.7567 -2.3233 0.4503 0.3 -0.1 -0.6
H 0.9146 -1.6282 1.9664 0.0 0.6 0.4
H -0.6568 -0.9936 -1.0309 1.0 -0.2 -0.4
H -1.1738 -0.6315 0.5433 0.0 -0.2 0.5
H -0.1370 1.5064 -1.2755 0.4 0.2 -0.1
H -0.9286 3.0555 0.3375 -0.1 0.1 0.1
H 0.1286 1.8632 1.0930 0.0 0.3 0.4
H -1.6119 1.8523 1.4364 -0.2 -0.4 -0.2
H -2.4430 1.9692 -1.5590 0.3 0.6 0.0
H -2.1055 0.4761 -2.0146 -0.2 -0.3 -0.2
C -0.2537 -4.4747 -1.2728 0.0 -0.8 0.5
O -0.4521 -5.2708 -2.4256 0.4 -0.1 -0.8
C 0.6091 -5.3044 -3.4009 0.1 1.5 0.4
C 0.1640 -5.8875 -4.7191 -1.8 0.2 0.5
C -0.9604 -5.0247 -5.2645 -0.8 0.0 -0.9
N -0.2809 -7.2570 -4.5021 0.6 -0.6 -0.3
H -0.4626 -3.4066 -1.3327 -0.1 0.1 -0.7
H 0.7429 -4.5740 -0.8428 0.2 -0.2 -0.1
H -0.9436 -4.8941 -0.5405 0.0 0.1 0.1
H 0.8711 -4.2753 -3.6465 0.5 0.4 0.3
H 1.4787 -5.8353 -3.0135 0.1 -0.1 0.2
H 0.9393 -5.8810 -5.4852 0.4 -0.1 0.4
H -0.6242 -4.1097 -5.7521 0.3 0.2 0.4
H -1.7256 -4.7871 -4.5256 0.2 0.0 0.2
H -1.4870 -5.5277 -6.0755 0.0 -0.4 0.0
H 0.4781 -7.6359 -3.9538 0.2 -0.8 -0.1
H -1.0537 -7.3300 -3.8560 -0.4 0.5 0.0
C -5.6105 5.2903 1.0056 0.9 -0.8 -0.6
O -5.1179 4.9946 -0.3229 -0.6 0.1 0.3
C -3.7774 4.5221 -0.3832 -0.6 0.0 -0.8
C -3.3590 4.4879 -1.8723 -1.4 -0.3 -0.6
C -4.4324 3.8199 -2.8190 1.1 0.2 0.0
N -2.1105 3.7515 -2.0614 -0.4 0.3 0.6
H -6.6992 5.3348 1.0354 0.1 0.4 -0.6
H -5.1283 6.1832 1.4033 -0.2 0.0 0.0
H -5.3728 4.4574 1.6674 0.3 -0.1 0.1
H -3.1449 5.1835 0.2089 0.4 0.0 0.0
H -3.7001 3.5006 -0.0107 0.0 -0.2 0.4
H -3.2542 5.5223 -2.1999 -0.1 0.3 -0.1
H -4.6536 2.7788 -2.5840 0.0 0.0 0.5
H -3.8965 3.7619 -3.7664 -0.1 0.0 -0.3
H -5.3696 4.3352 -3.0297 0.2 0.2 0.5
H -1.3898 4.2566 -1.5659 0.3 0.1 0.1
H -1.8162 3.7212 -3.0271 -0.2 0.0 -0.3
C 3.0321 -1.4761 -4.1520 0.3 0.5 -0.1
O 3.0918 -0.2626 -3.4159 -0.5 -0.3 0.3
C 3.2140 -0.4124 -2.0058 -0.2 0.1 0.0
C 3.2393 0.9548 -1.3319 1.8 0.9 -1.0
C 4.3646 1.7765 -2.0064 0.4 -0.2 0.1
N 3.5072 0.8216 0.1157 -0.4 -0.2 -0.9
H 3.1392 -1.1552 -5.1882 0.0 -0.3 0.0
H 2.1150 -2.0569 -4.0534 -0.4 0.3 0.3
H 3.8344 -2.1672 -3.8937 0.4 0.1 0.0
H 2.3831 -0.9592 -1.5600 -0.3 -0.4 -0.2
H 4.1373 -0.9552 -1.8033 0.2 0.0 0.3
H 2.3333 1.5181 -1.5557 -0.5 -0.3 0.1
H 5.3396 1.3017 -1.8973 0.0 -0.2 0.4
H 4.4674 2.7723 -1.5752 -0.2 0.1 0.0
H 4.2625 1.8536 -3.0889 -0.5 0.1 0.1
H 2.6348 0.4677 0.4814 0.0 0.0 0.3
H 3.5834 1.7512 0.5031 0.2 0.2 0.1
C -3.7862 -0.0464 4.0266 -0.4 -0.5 -0.3
O -4.5195 -0.9328 3.1899 -0.4 0.1 1.7
C -4.4944 -0.6520 1.8418 -1.4 0.8 -1.0
C -5.0188 0.7653 1.4496 2.0 0.1 -0.7
C -6.4232 1.1257 1.7553 -0.6 -0.6 1.0
N -4.7998 0.9946 0.0050 -0.4 0.0 0.5
H -4.1085 0.9907 3.9341 0.1 -0.1 -0.1
H -2.7295 -0.1379 3.7755 0.3 0.2 0.1
H -3.9739 -0.3738 5.0492 0.2 -0.1 0.0
H -3.4876 -0.8268 1.4624 0.1 0.2 -0.5
H -5.2287 -1.3311 1.4086 0.4 -0.4 -0.3
H -4.3987 1.4546 2.0227 0.3 0.4 0.1
H -6.5591 0.9919 2.8285 -0.3 0.1 0.1
H -7.1465 0.4945 1.2390 0.0 0.1 -0.1
H -6.5963 2.1754 1.5182 -0.1 0.0 -0.1
H -3.8309 1.0098 -0.2798 0.8 -0.7 0.2
H -5.0467 1.9573 -0.1748 -0.7 0.2 -0.2
C 3.7024 -3.8212 -1.2026 -0.1 -1.2 -0.1
O 4.7009 -4.7232 -0.6484 -1.0 1.2 0.4
C 5.2253 -5.6867 -1.5501 1.0 0.3 1.2
C 6.2636 -6.5977 -0.7051 -0.4 1.9 -1.6
C 6.9110 -7.5935 -1.6179 0.9 -1.0 -0.7
N 5.6711 -7.3081 0.3770 -1.8 -0.4 0.1
H 4.0352 -3.3507 -2.1278 0.1 -0.1 0.0
H 3.3035 -3.0388 -0.5569 1.2 0.0 0.7
H 2.7626 -4.3486 -1.3663 0.1 -0.6 -0.6
H 4.4118 -6.2392 -2.0204 -0.1 -0.5 0.1
H 5.7350 -5.1356 -2.3404 0.4 -0.2 -0.3
H 6.9846 -5.9253 -0.2402 0.2 0.3 -0.5
H 7.5693 -7.1941 -2.3894 0.0 0.4 0.2
H 6.2352 -8.2534 -2.1618 -0.7 0.3 0.0
H 7.4852 -8.3263 -1.0510 0.3 0.3 0.3
H 4.9180 -7.7439 -0.1359 -0.4 -1.5 0.1
H 5.0570 -6.6714 0.8643 0.3 0.7 0.8
C -1.4219 4.3891 -5.7563 0.6 -0.1 0.7
O -1.4682 3.1750 -5.0335 -0.5 -1.1 0.8
C -1.1781 1.9830 -5.7421 0.0 -1.3 -1.2
C -0.9108 0.7338 -4.8587 1.6 -0.1 1.7
C -0.3069 -0.5542 -5.4187 0.9 0.3 -1.8
N -2.0367 0.2946 -4.0729 -0.9 0.9 -0.2
H -0.3663 4.5642 -5.9639 0.0 0.2 -0.9
H -1.6889 5.1876 -5.0642 -0.2 -0.1 0.1
H -2.1133 4.4370 -6.5976 0.3 -0.2 -0.2
H -2.0101 1.6333 -6.3532 -0.6 0.6 -0.4
H -0.3623 2.1481 -6.4460 0.4 0.1 0.1
H -0.1901 1.0959 -4.1254 0.3 0.1 0.3
H -0.8075 -0.9075 -6.3202 -0.2 0.3 -0.4
H -0.2834 -1.4682 -4.8252 -0.5 0.6 1.0
H 0.7413 -0.4136 -5.6823 0.0 0.2 -0.3
H -2.5140 1.1676 -3.8995 -0.8 0.1 0.6
H -2.6608 -0.2162 -4.6810 -0.3 -0.3 -0.1
C -1.6763 2.5607 5.0126 -0.4 1.8 1.5
O -2.3744 2.7728 3.8338 -0.7 -0.8 -1.5
C -2.7913 4.0796 3.5234 -0.5 0.9 -0.1
C -3.9766 4.6371 4.3447 0.6 -0.7 1.1
C -5.1693 3.7650 4.4733 -0.9 -1.6 -0.2
N -4.4041 5.9519 3.9077 0.9 0.9 0.0
H -1.0694 3.4525 5.1691 1.0 -0.2 0.1
H -1.1320 1.6232 5.1266 -0.1 0.1 -0.9
H -2.3398 2.6320 5.8744 -0.4 -0.4 0.3
H -1.9886 4.8033 3.6645 0.6 0.0 0.2
H -3.0124 4.1725 2.4602 -0.2 -0.6 -0.2
H -3.5483 4.7356 5.3422 0.0 -0.1 0.5
H -4.9425 2.7982 4.9228 0.3 0.0 0.2
H -5.6280 3.4831 3.5255 0.0 0.3 -0.2
H -5.9652 4.1960 5.0806 0.1 0.3 0.1
H -4.8979 6.3717 4.6823 -1.0 -0.3 0.1
H -3.5805 6.5237 4.0291 0.7 0.4 -0.8
C 1.8430 0.5189 4.0310 0.2 -0.9 0.1
O 2.2036 -0.1052 5.2777 -0.6 1.5 -0.5
C 1.2433 0.2030 6.3264 1.1 -0.2 0.1
C 2.0428 0.2350 7.6486 -0.9 -1.6 0.2
C 3.0413 1.3112 7.7862 0.4 1.6 0.0
N 2.8050 -0.9820 7.7364 1.0 -1.1 -0.4
H 1.8161 1.6081 4.0620 -0.3 0.1 0.4
H 0.9121 0.0832 3.6682 -0.4 0.3 0.1
H 2.5555 0.2675 3.2453 0.4 -0.2 0.4
H 0.7157 1.1452 6.1784 0.0 0.0 -0.4
H 0.5666 -0.6516 6.3277 -0.5 0.2 0.3
H 1.4051 0.1611 8.5295 -0.6 0.7 -0.2
H 2.5793 2.2984 7.7776 0.0 0.2 -0.2
H 3.7665 1.2468 6.9751 0.0 0.1 -0.1
H 3.5953 1.2568 8.7234 -0.1 -0.3 0.0
H 3.3686 -0.9473 6.8989 0.7 -0.2 -0.1
H 2.2500 -1.8050 7.5505 -0.5 -0.2 0.3
C -5.3779 -0.8736 -2.9721 0.0 0.2 -0.3
O -6.1391 -0.3833 -1.9412 -1.8 0.0 0.3
H -4.9686 -1.8441 -2.6915 0.4 -0.2 -0.5
H -6.0332 -0.9518 -3.8396 0.1 -0.3 -0.2
H -4.6214 -0.1271 -3.2140 0.6 -0.3 -0.3
H -5.5830 -0.1018 -1.2111 0.4 0.6 0.7
```
Forces are in eV/Å.

Calculated values
spin multiplicity = 1
LUMO energy = 0.20 eV
SMILES string = COC[C@H](C)N.COC[C@H](C)N.COC[C@H](C)N.COC[C@H](C)N.COC[C@H](C)N.COC[C@H](C)N.COC[C@H](C)N.COC[C@H](C)N.COC[C@H](C)N.COC[C@H](C)N.COC[C@H](C)N.CO